# 1
107
Properties=species:S:1:pos:R:3:lowdin_spin:R:1 method="wB97M-V/def2-TZVPD" max_force_ha_per_bohr=0.0252 total_charge=+2 total_energy_ha=-3711.89160 orbital_gap_ha="0.243 / 0.262" multiplicity=2 relative_energy_kj_mol=0.0
Ti -0.500 -0.301 -0.408 0.004
C -3.652 -1.562 2.145 0.000
C -2.556 -0.782 1.852 0.000
N -2.167 -1.028 0.596 0.001
N -2.985 -1.960 0.074 0.000
C -3.889 -2.298 0.983 0.001
B -2.847 -2.384 -1.398 0.000
N -1.461 -3.010 -1.636 0.000
C -1.121 -4.166 -2.208 0.000
C 0.232 -4.161 -2.471 0.000
C 0.666 -2.924 -2.023 0.000
N -0.352 -2.211 -1.519 0.000
N -2.829 -1.092 -2.266 0.000
C -3.493 -0.853 -3.397 0.000
C -2.951 0.258 -4.010 0.000
C -1.922 0.652 -3.168 0.000
N -1.849 -0.160 -2.103 0.000
N -4.015 -3.260 -1.744 0.000
C -5.325 -2.892 -1.695 0.000
C -6.077 -4.028 -1.793 0.000
C -5.134 -5.072 -1.885 0.000
N -3.897 -4.620 -1.842 0.000
H -4.216 -1.603 3.050 0.000
H -2.021 -0.072 2.459 0.000
H -4.641 -3.026 0.748 0.000
H -1.885 -4.896 -2.395 0.000
H 0.803 -4.946 -2.914 0.000
H 1.658 -2.516 -2.036 0.000
H -4.283 -1.507 -3.693 0.000
H -3.263 0.698 -4.938 0.000
H -1.257 1.489 -3.242 0.000
H -5.610 -1.861 -1.597 0.000
H -7.150 -4.098 -1.811 0.000
H -5.297 -6.121 -1.984 0.000
C -0.902 1.534 4.449 0.004
Si 0.965 1.631 4.184 0.058
C 1.850 1.057 5.744 0.025
C 1.542 3.387 3.831 0.002
C 1.377 0.502 2.700 0.552
C 0.710 -0.799 2.589 0.060
C 0.555 -1.529 3.773 0.053
C 0.178 -2.856 3.746 0.010
C -0.048 -3.436 2.507 0.039
C 0.054 -2.663 1.386 0.015
N 0.397 -1.350 1.378 0.050
Si 3.000 0.682 1.765 0.064
C 4.381 1.055 2.974 0.014
C 3.456 -1.016 1.043 -0.001
C 2.751 2.157 0.600 0.022
H -1.170 2.117 5.334 0.000
H -1.236 0.519 4.636 0.000
H -1.478 1.952 3.625 0.000
H 1.971 1.905 6.409 0.003
H 2.843 0.675 5.542 0.000
H 1.315 0.302 6.313 0.001
H 0.991 4.062 4.482 0.000
H 1.364 3.706 2.818 0.000
H 2.597 3.485 4.062 0.000
H 0.791 -1.054 4.711 0.002
H 0.091 -3.414 4.669 0.000
H -0.329 -4.470 2.393 0.002
H -0.167 -3.097 0.427 0.001
H 4.440 0.262 3.712 0.000
H 4.272 2.012 3.462 0.000
H 5.322 1.058 2.440 0.002
H 3.701 -1.656 1.889 0.000
H 4.337 -0.957 0.417 0.000
H 2.673 -1.539 0.499 0.000
H 3.044 3.044 1.157 0.000
H 1.700 2.247 0.330 0.002
H 3.349 2.107 -0.299 0.002
C 5.165 0.131 -1.997 0.000
C 3.879 -0.270 -2.703 0.000
N 2.943 0.858 -2.836 0.000
C 3.368 1.834 -3.865 0.000
C 2.934 1.426 -5.261 0.000
C 1.802 0.995 -2.194 0.001
C 1.001 2.242 -2.369 0.000
N 1.298 0.085 -1.337 0.001
H 5.719 -0.755 -1.705 0.000
H 4.982 0.706 -1.095 0.000
H 5.826 0.701 -2.645 0.000
H 3.377 -1.093 -2.192 0.000
H 4.071 -0.658 -3.707 0.000
H 4.448 1.901 -3.792 0.000
H 3.013 2.819 -3.577 0.000
H 3.431 0.513 -5.579 0.000
H 3.197 2.198 -5.977 0.000
H 1.860 1.257 -5.313 0.000
H 1.580 3.094 -2.002 0.000
H 0.073 2.203 -1.796 0.000
H 0.759 2.444 -3.413 0.000
H 1.932 -0.695 -1.198 0.000
C -3.574 2.084 0.949 0.000
Si -1.972 2.668 0.201 0.001
C -2.400 3.379 -1.474 0.000
C -1.069 3.939 1.220 0.001
O -0.918 1.297 0.049 0.008
H -4.259 2.927 0.887 0.000
H -3.529 1.789 1.998 0.000
H -4.021 1.281 0.362 0.000
H -3.024 4.226 -1.213 0.000
H -3.009 2.711 -2.083 0.000
H -1.569 3.762 -2.058 0.000
H -1.732 4.799 1.293 0.000
H -0.141 4.261 0.757 0.000
H -0.848 3.629 2.232 0.000

***

# 2
153
Properties=species:S:1:pos:R:3:mulliken_charge:R:1 method="wB97M-V/def2-TZVPD" max_force_ha_per_bohr=0.1898 total_energy_ha=-5869.05580 orbital_gap_ha=0.275 multiplicity=1
C -3.971 -2.002 4.654 -1.172
C -4.291 -1.256 3.490 0.032
C -4.509 -0.210 2.203 0.327
P -6.317 0.240 2.374 0.263
O -7.077 0.631 1.013 -0.592
N -4.562 -1.267 1.072 -0.074
C -3.155 -1.862 1.259 -0.427
O -2.744 -3.117 1.377 -0.590
C -2.289 -0.423 1.196 0.844
C -0.999 -0.881 2.090 0.356
C 0.154 -1.755 1.343 0.017
C 1.279 -2.414 2.396 -0.012
C 0.622 -3.217 3.655 -1.150
C 2.449 -1.324 2.793 -0.173
C 2.161 -0.472 4.162 0.113
C 3.119 -0.867 5.439 -0.845
C 4.415 -1.595 5.381 0.477
C 5.697 -1.243 4.421 -0.633
C 4.607 -2.893 6.412 -0.838
B -1.867 -0.462 -0.394 -0.351
O -2.350 -1.596 -1.266 -0.500
C -0.981 0.646 -1.221 -0.009
C 0.218 1.385 -0.419 -0.402
C -3.296 0.799 1.767 0.930
C -3.845 1.757 0.555 -0.215
P -4.977 3.207 0.866 0.973
O -6.125 3.204 -0.269 -0.735
O -4.092 4.719 0.544 -0.506
O -5.752 3.439 2.370 -0.513
C -2.656 1.854 2.858 -0.132
C -2.241 1.272 4.321 -0.931
C -1.333 2.692 2.291 0.685
C -1.270 4.115 3.171 -0.524
C -1.447 5.457 2.224 -0.553
H -3.422 -2.747 5.405 0.349
H -7.021 -0.967 2.834 0.190
H -6.568 1.215 3.445 0.136
H -5.349 -1.867 1.451 0.491
H -0.430 0.011 2.631 -1.184
H -1.462 -1.515 2.992 0.180
H -0.250 -2.708 0.747 0.265
H 0.851 -1.128 0.600 -0.113
H 1.833 -3.238 1.731 0.308
H 0.268 -2.499 4.541 0.166
H -0.332 -3.797 3.305 0.334
H 1.400 -3.960 4.168 0.248
H 3.469 -1.910 2.776 0.118
H 2.523 -0.539 1.897 0.190
H 2.417 0.666 3.907 0.268
H 1.011 -0.447 4.483 -0.013
H 2.742 -0.495 6.505 0.204
H 6.150 -2.290 4.071 0.023
H 5.424 -0.671 3.426 0.255
H 6.581 -0.714 5.023 0.283
H 3.533 -3.312 6.624 0.280
H 5.226 -3.712 5.804 0.145
H 5.169 -2.568 7.390 0.275
H -1.574 -2.211 -1.478 0.250
H -1.679 1.485 -1.706 0.322
H -0.483 0.103 -2.162 0.061
H 1.253 1.147 -0.957 0.287
H 0.351 1.113 0.707 -0.084
H 0.051 2.560 -0.546 0.162
H -2.976 2.226 -0.121 -0.103
H -4.430 1.034 -0.197 0.138
H -3.693 4.599 -0.387 0.331
H -6.122 4.389 2.391 0.344
H -3.405 2.738 3.155 0.609
H -1.230 1.783 4.698 0.298
H -2.085 0.128 4.420 0.107
H -3.048 1.575 5.147 0.208
H -0.312 2.168 2.498 -0.104
H -1.429 3.028 1.177 -0.373
H -1.995 4.104 4.098 0.305
H -0.173 4.201 3.634 0.293
H -1.170 5.263 1.105 0.148
H -2.571 5.823 2.382 0.171
H -0.764 6.324 2.674 0.140
O 1.283 7.424 3.906 -0.582
S 2.203 8.226 3.127 1.179
O 3.631 8.198 3.354 -0.608
O 1.699 9.775 3.143 -0.274
C 1.504 10.414 4.396 -0.318
C 2.825 10.794 5.039 -0.987
C 1.909 7.910 1.404 -0.956
H 0.905 9.785 5.063 0.314
H 0.926 11.325 4.206 0.272
H 3.397 9.906 5.320 0.298
H 2.659 11.388 5.943 0.385
H 3.443 11.371 4.343 0.260
H 0.837 7.971 1.210 0.307
H 2.277 6.908 1.178 0.379
H 2.454 8.648 0.812 0.342
O 1.234 -2.123 -5.787 -0.663
S 0.043 -1.357 -6.087 1.193
O -0.550 -0.449 -5.130 -0.526
O -1.112 -2.367 -6.637 -0.244
C -1.487 -3.474 -5.832 -0.600
C -2.360 -3.045 -4.667 -0.408
C 0.308 -0.470 -7.603 -1.055
H -0.602 -4.018 -5.484 0.347
H -2.056 -4.158 -6.470 0.299
H -1.800 -2.426 -3.960 -0.057
H -2.738 -3.917 -4.124 0.434
H -3.209 -2.449 -5.017 0.228
H 0.716 -1.154 -8.348 0.315
H 1.017 0.335 -7.402 0.356
H -0.643 -0.051 -7.938 0.415
O -5.610 -3.538 -3.925 -0.610
S -6.542 -3.073 -2.920 1.156
O -7.122 -3.962 -1.938 -0.639
O -7.740 -2.244 -3.650 -0.261
C -8.479 -2.884 -4.679 -0.339
C -9.465 -3.890 -4.113 -0.988
C -5.809 -1.701 -2.061 -0.771
H -7.808 -3.354 -5.406 0.306
H -9.034 -2.103 -5.210 0.275
H -8.946 -4.732 -3.646 0.295
H -10.109 -4.289 -4.904 0.389
H -10.092 -3.428 -3.344 0.257
H -5.404 -1.000 -2.793 0.414
H -5.009 -2.089 -1.429 0.015
H -6.572 -1.223 -1.444 0.425
O 6.338 -5.026 3.561 -0.622
S 6.157 -5.558 2.227 1.209
O 4.941 -5.350 1.473 -0.590
O 6.500 -7.151 2.241 -0.292
C 5.802 -7.988 3.151 -0.315
C 4.382 -8.256 2.686 -0.924
C 7.528 -5.042 1.222 -0.982
H 5.814 -7.560 4.159 0.300
H 6.346 -8.938 3.197 0.271
H 3.781 -7.342 2.706 0.240
H 3.895 -8.993 3.331 0.387
H 4.375 -8.625 1.655 0.258
H 8.456 -5.233 1.763 0.320
H 7.419 -3.973 1.027 0.376
H 7.504 -5.595 0.281 0.340
O 3.362 0.052 -8.258 -0.508
S 4.805 0.159 -8.239 1.116
O 5.511 0.865 -7.192 -0.612
O 5.315 0.716 -9.683 -0.287
C 4.785 1.942 -10.163 -0.274
C 5.394 3.132 -9.444 -0.985
C 5.495 -1.473 -8.371 -0.965
H 3.693 1.950 -10.087 0.266
H 5.034 2.005 -11.228 0.277
H 5.098 3.151 -8.392 0.294
H 5.067 4.071 -9.902 0.387
H 6.487 3.085 -9.472 0.261
H 5.000 -2.002 -9.186 0.314
H 5.320 -1.989 -7.425 0.376
H 6.567 -1.389 -8.555 0.347

***

# 3
107
Properties=species:S:1:pos:R:3:lowdin_spin:R:1 method="wB97M-V/def2-TZVPD" max_force_ha_per_bohr=0.1146 total_charge=+1 total_energy_ha=-2750.29290 orbital_gap_ha="0.334 / 0.195" multiplicity=2 relative_energy_kj_mol=90.2
Ag 1.815 -2.830 -1.523 0.000
N -0.421 -0.704 0.109 0.000
O -1.601 -0.294 0.023 0.001
O 0.400 -0.380 0.984 0.004
O 0.026 -1.411 -0.827 0.000
C 2.218 2.333 -0.373 0.010
C 2.763 2.998 0.962 0.043
C 1.941 4.289 1.139 0.002
C 2.088 4.965 2.501 0.000
C 1.741 3.965 3.583 0.008
C 2.431 2.550 3.478 0.056
N 2.407 2.089 2.108 0.623
O 2.861 0.777 1.935 0.114
C 3.833 2.769 4.114 0.051
C 1.601 1.564 4.362 0.015
C 4.289 3.163 0.833 0.043
H 2.860 1.530 -0.734 0.000
H 2.402 3.043 -1.180 0.001
H 1.186 1.988 -0.320 0.000
H 2.351 5.035 0.459 -0.001
H 0.878 4.191 0.919 0.000
H 1.437 5.838 2.540 0.001
H 3.142 5.234 2.431 0.000
H 0.659 3.841 3.644 0.000
H 2.070 4.355 4.546 0.000
H 4.332 3.730 3.988 0.002
H 3.779 2.741 5.203 0.004
H 4.511 1.962 3.837 0.000
H 0.607 1.404 3.943 0.000
H 1.930 0.535 4.505 0.000
H 1.403 2.067 5.308 0.001
H 4.823 3.694 1.620 0.001
H 4.396 3.689 -0.116 0.006
H 4.784 2.192 0.842 0.001
H 2.087 0.319 1.599 0.014
O -2.076 3.472 -5.506 0.000
C -2.516 3.140 -4.388 0.000
O -2.394 3.970 -3.309 0.000
C -3.263 3.520 -2.280 0.000
C -3.359 2.011 -2.504 0.000
C -3.048 1.764 -3.995 0.000
H -4.243 3.930 -2.526 0.000
H -2.933 3.626 -1.246 0.000
H -4.345 1.647 -2.215 0.000
H -2.688 1.360 -1.943 0.000
H -4.019 1.556 -4.445 0.000
H -2.411 0.916 -4.248 0.000
O 0.254 -4.121 -0.306 0.000
C -0.169 -5.148 0.222 0.000
O -0.413 -5.269 1.526 0.000
C -0.852 -6.569 1.899 0.000
C -0.518 -7.373 0.696 0.000
C -0.420 -6.462 -0.516 0.000
H -1.919 -6.594 2.123 0.000
H -0.392 -6.920 2.822 0.000
H -1.149 -8.226 0.449 0.000
H 0.463 -7.826 0.836 0.000
H -1.240 -6.482 -1.234 0.000
H 0.414 -6.820 -1.119 0.000
O 1.294 -1.310 -3.341 0.000
C 1.282 -0.387 -4.155 0.000
O 1.597 -0.626 -5.428 0.000
C 1.552 0.574 -6.235 0.000
C 1.433 1.670 -5.258 0.000
C 0.892 1.103 -3.966 0.000
H 0.622 0.534 -6.803 0.000
H 2.347 0.717 -6.966 0.000
H 0.753 2.408 -5.683 0.000
H 2.368 2.226 -5.180 0.000
H -0.191 1.181 -3.874 0.000
H 1.354 1.439 -3.038 0.000
O 2.580 -2.905 0.853 0.000
C 2.523 -3.269 2.086 0.000
O 2.566 -4.640 2.436 0.000
C 2.436 -4.740 3.843 0.000
C 1.752 -3.436 4.244 0.000
C 2.359 -2.440 3.318 0.000
H 3.420 -4.911 4.278 0.000
H 1.873 -5.596 4.214 0.000
H 1.997 -3.337 5.302 0.000
H 0.683 -3.507 4.045 0.000
H 3.351 -2.047 3.543 0.000
H 1.648 -1.643 3.101 0.000
O -4.544 -1.106 -5.361 0.000
C -4.026 -1.861 -4.529 0.000
O -3.084 -1.411 -3.762 0.000
C -2.730 -2.290 -2.743 0.000
C -3.468 -3.557 -3.100 0.000
C -4.156 -3.349 -4.399 0.000
H -2.876 -1.790 -1.785 0.000
H -1.647 -2.412 -2.774 0.000
H -4.223 -3.786 -2.348 0.000
H -2.725 -4.346 -2.990 0.000
H -5.152 -3.791 -4.426 0.000
H -3.612 -3.677 -5.285 0.000
O -3.302 4.577 3.862 0.000
C -3.041 3.661 3.109 0.000
O -1.981 3.672 2.315 0.000
C -1.749 2.386 1.685 0.001
C -3.179 1.863 1.575 0.000
C -3.835 2.428 2.864 0.000
H -1.223 1.647 2.288 0.000
H -1.224 2.399 0.730 0.000
H -3.250 0.781 1.458 0.000
H -3.581 2.247 0.637 0.000
H -3.775 1.826 3.771 0.000
H -4.899 2.499 2.637 0.000

***

# 4
124
Properties=species:S:1:pos:R:3:mulliken_charge:R:1 method="wB97M-V/def2-TZVPD" max_force_ha_per_bohr=0.0354 total_energy_ha=-12578.37364 orbital_gap_ha=0.325 multiplicity=1
C -0.083 2.967 4.539 -0.021
O -0.274 3.347 3.400 -0.656
N 1.107 3.076 5.163 0.139
C 1.271 2.651 6.556 -0.936
C 2.306 3.398 4.415 -0.824
H -0.864 2.503 5.159 0.427
H 1.873 1.738 6.587 0.305
H 0.312 2.356 6.979 0.322
H 1.701 3.457 7.144 0.347
H 3.117 3.587 5.120 0.396
H 2.584 2.605 3.719 0.192
H 2.212 4.336 3.864 0.282
C 3.827 -3.790 3.007 -0.078
O 2.899 -4.260 2.380 -0.563
N 3.892 -2.518 3.451 0.270
C 5.046 -2.077 4.220 -0.957
C 2.778 -1.603 3.262 -0.758
H 4.725 -4.344 3.330 0.374
H 5.975 -2.438 3.777 0.360
H 5.041 -2.484 5.237 0.325
H 5.039 -0.993 4.253 0.298
H 3.106 -0.580 3.095 0.331
H 2.183 -1.978 2.436 0.011
H 2.130 -1.580 4.149 0.400
C -5.590 0.093 0.377 0.054
O -4.762 -0.749 0.089 -0.438
N -6.242 0.875 -0.512 0.139
C -7.165 1.880 -0.067 -0.839
C -5.838 0.936 -1.901 -0.521
H -5.893 0.334 1.410 0.286
H -7.432 1.808 0.982 0.304
H -8.115 1.761 -0.614 0.341
H -6.856 2.896 -0.334 0.235
H -4.912 0.364 -1.994 -0.167
H -6.537 0.354 -2.510 0.330
H -5.732 1.966 -2.225 0.232
C 0.466 1.082 0.792 -0.200
O 1.587 0.806 1.168 -0.627
N -0.419 0.199 0.265 0.728
C -1.778 0.638 0.101 -0.838
C -0.223 -1.200 0.118 -0.334
H 0.072 2.100 0.893 0.522
H -2.204 0.821 -0.888 -0.051
H -1.962 1.600 0.592 0.421
H -2.403 -0.072 0.648 0.137
H 0.800 -1.507 0.325 -0.004
H -0.869 -1.719 0.836 0.225
H -0.483 -1.588 -0.870 -0.102
C -1.521 -1.158 5.992 0.054
O -0.937 -0.117 6.181 -0.503
N -2.032 -1.543 4.791 0.191
C -2.435 -2.912 4.601 -0.939
C -1.712 -0.761 3.623 -0.799
H -1.766 -1.866 6.802 0.326
H -3.014 -3.271 5.444 0.346
H -1.585 -3.575 4.376 0.316
H -3.016 -3.015 3.679 0.310
H -1.082 -1.343 2.941 0.357
H -2.650 -0.609 3.071 0.364
H -1.298 0.230 3.760 0.013
C 2.625 -6.084 -1.381 0.140
O 2.639 -7.200 -1.866 -0.603
N 2.681 -4.926 -2.102 0.147
C 2.912 -3.654 -1.442 -0.441
C 2.926 -4.951 -3.530 -0.623
H 2.582 -5.861 -0.304 0.347
H 2.267 -2.910 -1.925 -0.036
H 3.960 -3.356 -1.471 0.315
H 2.600 -3.652 -0.400 0.092
H 2.226 -4.314 -4.068 -0.097
H 3.941 -4.570 -3.702 0.341
H 2.851 -5.943 -3.960 0.361
C 4.688 -0.690 -1.776 -1.259
C 3.604 0.287 -2.176 -0.049
C 3.649 1.587 -1.388 0.871
C 4.950 2.237 -1.281 -0.048
N 5.979 2.744 -1.196 -0.551
H 4.587 -0.974 -0.724 0.224
H 5.667 -0.204 -1.819 0.499
H 4.737 -1.571 -2.408 0.282
H 2.600 -0.139 -2.180 -0.063
H 3.751 0.574 -3.226 0.369
H 3.307 1.489 -0.347 -0.339
H 2.930 2.307 -1.789 0.098
C -2.428 3.627 -1.661 -0.394
C -2.852 4.583 -2.768 -0.632
C -4.193 5.270 -2.454 0.112
C -4.027 6.496 -1.666 0.097
N -3.904 7.462 -1.062 -0.436
H -2.375 4.112 -0.678 0.368
H -1.485 3.137 -1.884 0.236
H -3.226 2.903 -1.446 -0.060
H -3.017 4.008 -3.683 0.284
H -2.066 5.307 -2.972 0.345
H -4.868 4.619 -1.893 -0.258
H -4.727 5.533 -3.369 0.382
C 0.348 -1.531 -4.173 -0.522
C -0.243 -1.394 -5.566 -0.551
C -0.404 -2.683 -6.347 -0.458
C 0.816 -3.484 -6.423 0.276
N 1.772 -4.113 -6.517 -0.472
H -0.422 -2.027 -3.575 -0.136
H 0.480 -0.555 -3.697 0.295
H 1.309 -2.033 -4.074 0.297
H 0.402 -0.748 -6.174 0.372
H -1.183 -0.850 -5.511 0.287
H -0.610 -2.455 -7.401 0.364
H -1.274 -3.259 -6.027 0.227
Br -3.013 -1.248 -3.218 -0.108
C -3.286 -3.163 -3.050 -0.555
C -3.456 -3.460 -1.578 -0.344
Br -3.783 -5.343 -1.305 -0.106
H -2.419 -3.686 -3.438 0.404
H -4.207 -3.391 -3.574 0.473
H -4.235 -2.856 -1.119 0.253
H -2.542 -3.239 -1.029 0.063
Br 1.194 4.146 -0.742 -0.071
C 2.702 5.366 -0.866 -0.679
C 3.359 5.438 0.493 -0.623
Br 4.733 6.777 0.500 -0.145
H 2.322 6.326 -1.194 0.488
H 3.394 4.931 -1.581 0.388
H 3.755 4.452 0.731 0.297
H 2.642 5.686 1.270 0.410